{"formula": "C26H73BClN17O32P", "method": "the ωB97M-V functional and the def2-TZVPD basis", "species": ["Cl", "P", "O", "O", "O", "O", "O", "O", "O", "O", "O", "O", "O", "O", "O", "O", "O", "O", "O", "O", "O", "O", "O", "O", "O", "O", "O", "O", "O", "O", "O", "O", "O", "O", "N", "N", "N", "N", "N", "N", "N", "N", "N", "N", "N", "N", "N", "N", "N", "N", "N", "C", "C", "C", "C", "C", "C", "C", "C", "C", "C", "C", "C", "C", "C", "C", "C", "C", "C", "C", "C", "C", "C", "C", "C", "C", "C", "B", "H", "H", "H", "H", "H", "H", "H", "H", "H", "H", "H", "H", "H", "H", "H", "H", "H", "H", "H", "H", "H", "H", "H", "H", "H", "H", "H", "H", "H", "H", "H", "H", "H", "H", "H", "H", "H", "H", "H", "H", "H", "H", "H", "H", "H", "H", "H", "H", "H", "H", "H", "H", "H", "H", "H", "H", "H", "H", "H", "H", "H", "H", "H", "H", "H", "H", "H", "H", "H", "H", "H", "H", "H"], "coordinates": [[3.289, -0.462, 1.658], [2.644, -1.473, -1.277], [1.851, -6.270, 7.532], [-2.338, 0.539, -3.478], [-0.743, -7.214, -5.195], [-7.323, 1.650, 5.207], [2.345, 3.288, -11.597], [-3.703, 3.287, 10.368], [0.373, -1.774, 9.837], [1.111, -4.153, 0.191], [8.023, -0.191, -4.931], [4.233, 1.882, -4.336], [3.749, -6.098, 8.543], [1.972, -1.619, 8.393], [7.659, -2.206, -4.260], [-3.501, 2.452, -7.593], [-5.298, 2.161, 5.744], [0.105, 6.242, -12.901], [-2.647, 5.835, -1.548], [0.813, 6.173, -14.938], [-4.518, 2.175, 0.507], [-1.739, 1.906, 6.394], [-2.934, 5.002, 9.308], [-2.536, 2.690, 1.164], [0.337, 4.776, 0.135], [-2.097, 1.488, -8.913], [3.303, 2.014, -2.393], [1.587, 3.480, 1.333], [-0.131, 1.024, 5.248], [2.265, 1.254, -10.887], [-0.714, -4.211, -0.965], [-0.390, 0.758, -2.595], [-3.741, 4.572, -2.916], [1.112, -6.960, -4.119], [3.246, -1.054, -2.717], [4.167, 2.294, -3.186], [0.371, -4.655, -0.625], [0.987, 6.226, -13.736], [1.374, -2.187, 9.286], [-1.310, 0.085, -2.992], [-0.682, 1.307, 6.289], [0.642, 4.219, 1.176], [-3.664, 4.036, 9.412], [3.053, -6.102, 7.545], [0.461, -7.078, -5.141], [1.745, 2.289, -11.240], [-6.163, 1.887, 4.933], [7.285, -1.126, -4.673], [-3.589, 5.595, -2.276], [-3.340, 2.418, 0.297], [-2.456, 1.878, -7.816], [-4.593, 3.738, 8.286], [-0.353, -3.182, 6.175], [5.251, 3.205, -2.732], [-2.093, -1.894, 3.183], [0.360, -4.345, 5.430], [1.929, -3.497, 9.717], [-1.206, -1.393, -2.845], [1.219, -7.046, -6.421], [-0.113, -4.648, 4.008], [-2.067, -0.723, 2.192], [-0.228, 4.443, 2.362], [-1.538, 1.626, -6.670], [0.258, 2.361, -11.244], [-5.755, 1.844, 3.502], [-1.508, -1.552, 4.540], [2.387, 6.272, -13.237], [0.992, 0.540, 0.185], [-0.679, -0.093, 2.019], [-0.005, 0.842, 7.527], [0.822, -5.905, -1.294], [-2.843, 2.382, -1.106], [3.738, -5.870, 6.243], [-1.676, -2.673, 5.602], [0.054, -0.558, 0.744], [-4.641, 6.642, -2.382], [5.825, -0.918, -4.884], [2.514, 0.017, -0.026], [-0.136, 1.411, -10.904], [-1.187, -4.743, 3.913], [5.057, 3.475, -1.701], [0.335, -5.266, 6.006], [-5.409, 6.289, -3.059], [1.384, -2.110, -1.467], [-0.592, 1.137, 8.389], [0.627, -1.459, 0.948], [5.236, 4.076, -3.380], [3.182, 0.898, -0.471], [5.296, -1.821, -4.610], [-5.372, 2.824, 3.238], [-4.165, 7.541, -2.761], [-5.038, 6.806, -1.385], [-4.978, 1.093, 3.403], [-0.700, -0.779, -0.016], [-1.991, 2.022, -5.768], [3.530, -2.447, -0.747], [-1.284, -1.823, -3.839], [0.086, -6.674, -1.081], [1.038, 1.371, 0.881], [-3.145, -2.145, 3.343], [-4.447, 4.483, 7.514], [1.311, -3.898, 10.511], [0.603, 0.889, -0.763], [5.684, -0.679, -5.935], [-2.202, -2.213, 6.438], [-5.603, 3.775, 8.683], [-0.453, -1.313, 4.502], [-2.443, 3.361, -1.329], [0.296, -3.940, 3.295], [0.362, -2.374, 6.306], [2.944, -3.324, 10.060], [0.874, -5.704, -2.353], [-0.613, 3.474, 2.669], [-1.032, 5.111, 2.077], [-2.831, 0.004, 2.461], [-0.033, 3.164, -10.574], [-0.769, 0.986, 1.942], [6.190, 2.667, -2.829], [1.795, -6.170, -0.899], [3.057, 6.251, -14.088], [-0.016, -0.300, 2.851], [-2.330, -3.465, 5.253], [-0.571, -3.547, 7.181], [-0.054, 2.575, -12.262], [4.474, -6.658, 6.119], [1.916, -4.149, 8.851], [-2.030, -1.717, -2.216], [1.932, -7.865, -6.396], [-0.251, -1.625, -2.390], [2.503, 7.192, -12.671], [5.515, -0.094, -4.256], [-2.025, -0.664, 4.890], [-1.640, -2.766, 2.719], [0.304, -5.614, 3.723], [-6.622, 1.590, 2.906], [1.732, -6.091, -6.471], [3.422, -0.058, -2.726], [-2.061, 1.633, -1.144], [1.407, -4.062, 5.338], [-3.664, 2.131, -1.763], [-0.599, 2.124, -6.888], [2.534, 5.404, -12.602], [0.070, -0.238, 7.457], [-1.398, 0.552, -6.595], [-2.344, -1.143, 1.225], [-4.360, 2.747, 7.917], [2.993, -5.897, 5.456], [0.517, -7.160, -7.238], [0.982, 1.293, 7.549], [4.216, -4.896, 6.296], [0.391, 4.877, 3.142]], "total_energy_ev": -141442.690, "charge": -1, "largest_force_ha_per_bohr": 0.0397}



{"formula": "C34H26Cl2N4O5S4Zr", "method": "the ωB97M-V functional and the def2-TZVPD basis", "species": ["Zr", "Cl", "Cl", "S", "S", "S", "S", "O", "O", "O", "O", "O", "N", "N", "N", "N", "C", "C", "C", "C", "C", "C", "C", "C", "C", "C", "C", "C", "C", "C", "C", "C", "C", "C", "C", "C", "C", "C", "C", "C", "C", "C", "C", "C", "C", "C", "C", "C", "C", "C", "H", "H", "H", "H", "H", "H", "H", "H", "H", "H", "H", "H", "H", "H", "H", "H", "H", "H", "H", "H", "H", "H", "H", "H", "H", "H"], "coordinates": [[-0.149, 0.507, 0.240], [-2.084, 3.634, -3.149], [2.818, 3.908, -5.338], [-2.035, -0.295, 4.802], [0.538, 2.055, 2.203], [0.134, 1.655, 5.145], [-1.989, -0.193, 1.819], [-0.036, -3.060, 2.019], [0.741, -3.725, -3.295], [-0.705, 1.918, -1.085], [-1.046, 0.404, 7.145], [3.787, -3.706, -2.125], [1.307, -1.134, 0.761], [2.852, -2.851, 0.410], [1.411, -2.252, -1.289], [1.802, 1.214, -1.058], [1.811, -2.064, -0.030], [2.975, -4.235, 0.077], [1.411, 2.031, -2.078], [0.453, -4.573, -4.388], [0.889, -2.481, 4.190], [4.026, 1.277, -1.918], [2.300, 2.489, -3.065], [-1.320, 0.367, 3.345], [1.525, -1.332, 2.165], [3.249, -6.940, -0.513], [-0.423, 3.185, -3.091], [0.763, -2.310, 2.817], [0.109, -2.016, -1.818], [3.473, -4.638, -1.160], [-0.317, 1.249, 3.499], [5.040, -3.054, -1.918], [3.064, 0.857, -0.985], [-0.755, -1.061, -1.313], [2.773, -6.544, 0.730], [-0.989, 0.556, 5.955], [2.449, -0.589, 2.882], [-1.099, -3.767, 2.641], [1.802, -1.709, 4.898], [-2.372, -1.785, -2.989], [0.449, 3.651, -4.098], [-1.473, -2.727, -3.488], [3.596, -5.987, -1.457], [1.770, 3.318, -4.087], [-2.014, -0.971, -1.932], [-0.228, -2.842, -2.903], [2.594, -0.775, 4.250], [0.032, 2.382, -2.073], [3.646, 2.084, -2.955], [2.630, -5.197, 1.018], [0.275, -3.201, 4.712], [-1.733, -4.122, 1.834], [3.350, -7.991, -0.748], [3.968, -6.265, -2.434], [3.016, 0.177, 2.369], [4.363, 2.419, -3.692], [2.234, -4.874, 1.973], [1.340, -5.183, -4.540], [2.498, -7.283, 1.470], [2.000, -2.847, -1.858], [3.296, -0.170, 4.806], [5.144, -2.326, -2.719], [3.334, 0.210, -0.160], [-2.728, -0.227, -1.591], [5.856, -3.777, -1.971], [5.061, -2.547, -0.952], [1.882, -1.836, 5.970], [3.096, -2.643, 1.369], [-1.673, -3.105, 3.292], [5.052, 0.957, -1.804], [0.249, -3.996, -5.294], [-1.755, -3.355, -4.321], [-3.347, -1.688, -3.450], [-0.727, -4.620, 3.215], [0.053, 4.280, -4.882], [-0.400, -5.220, -4.170]], "total_energy_ev": -121548.724, "e_above_lowest_kcal_mol": 3.7, "charge": 0, "largest_force_ha_per_bohr": 0.0039}



{"formula": "C13H28N3O4", "method": "the ωB97M-V functional and the def2-TZVPD basis", "species": ["O", "O", "O", "O", "N", "N", "N", "C", "C", "C", "C", "C", "C", "C", "C", "C", "C", "C", "C", "C", "H", "H", "H", "H", "H", "H", "H", "H", "H", "H", "H", "H", "H", "H", "H", "H", "H", "H", "H", "H", "H", "H", "H", "H", "H", "H", "H", "H"], "coordinates": [[1.573, -2.491, -4.560], [-2.412, 0.666, -2.536], [-2.012, 1.870, 1.628], [-1.539, -0.348, 1.629], [0.397, -1.628, -2.924], [1.530, -0.797, 6.564], [-2.314, -1.248, -3.694], [-0.476, -0.714, -2.147], [0.745, 1.571, -2.511], [-1.240, 0.799, 1.907], [0.861, -1.580, -4.177], [-1.823, -0.372, -2.809], [1.505, 0.013, -0.734], [0.134, 0.480, 4.037], [0.280, 0.490, -1.531], [1.484, 0.635, 6.202], [0.529, -0.462, -5.151], [1.491, 0.807, 4.681], [0.091, 1.050, 2.608], [-3.560, -1.057, -4.434], [1.203, -0.744, -0.011], [0.887, 0.606, 2.007], [-1.775, -2.081, -3.879], [1.516, -0.904, 7.581], [0.257, 2.131, 2.632], [1.949, 0.857, -0.208], [-0.677, 0.932, 4.621], [0.738, -2.437, -2.428], [0.722, -1.281, 6.169], [1.731, 1.857, 4.473], [-0.096, 1.924, -3.107], [2.254, -0.409, -1.404], [1.436, 0.108, -5.342], [-3.647, -1.799, -5.229], [2.353, 1.163, 6.621], [-0.029, -0.603, 4.015], [0.192, -0.908, -6.085], [1.143, 2.419, -1.954], [2.282, 0.202, 4.223], [-3.578, -0.058, -4.875], [2.384, -1.224, 6.199], [-0.239, 0.206, -4.783], [-0.784, -1.303, -1.283], [-0.393, 0.970, -0.822], [0.587, 1.122, 6.613], [-2.776, 1.537, 1.127], [-4.410, -1.152, -3.755], [1.527, 1.187, -3.164]], "total_energy_ev": -26590.485, "e_above_lowest_kcal_mol": 0.0, "charge": 1, "largest_force_ha_per_bohr": 0.0445}



{"formula": "C3HNOS3", "method": "the ωB97M-V functional and the def2-TZVPD basis", "species": ["S", "S", "S", "O", "N", "C", "C", "C", "H"], "coordinates": [[-2.673, -0.470, -1.191], [1.698, 0.650, 0.240], [0.825, 3.433, 0.179], [1.356, -1.873, 0.876], [-0.429, -0.925, -0.128], [-1.092, 0.027, -0.880], [0.388, 1.864, 0.466], [0.819, -0.880, 0.385], [-0.892, -1.825, 0.053]], "total_energy_ev": -39167.345, "e_above_lowest_kcal_mol": 82.1, "charge": -2, "largest_force_ha_per_bohr": 0.0162}



{"formula": "C21H27N3O7S", "method": "the ωB97M-V functional and the def2-TZVPD basis", "species": ["S", "O", "O", "O", "O", "O", "O", "O", "N", "N", "N", "C", "C", "C", "C", "C", "C", "C", "C", "C", "C", "C", "C", "C", "C", "C", "C", "C", "C", "C", "C", "C", "H", "H", "H", "H", "H", "H", "H", "H", "H", "H", "H", "H", "H", "H", "H", "H", "H", "H", "H", "H", "H", "H", "H", "H", "H", "H", "H"], "coordinates": [[2.853, 1.410, -1.233], [3.815, 2.445, -0.964], [5.736, -1.797, 1.091], [2.642, 1.029, -2.597], [-5.593, 0.669, 1.280], [-1.893, -0.757, -0.148], [-7.911, -1.223, -0.916], [7.251, -0.308, 0.347], [3.124, 0.015, -0.346], [-2.366, 3.120, 0.995], [-4.430, -1.171, 0.639], [-5.932, -2.566, -0.719], [3.828, -1.042, -1.038], [-6.633, -1.441, -1.480], [-4.559, 0.135, 0.905], [6.918, -2.547, 0.921], [1.118, 3.239, -0.110], [-0.093, 3.646, 0.399], [-0.976, 1.400, 0.084], [-5.525, -2.108, 0.684], [-2.064, 0.411, 0.193], [3.606, 0.257, 0.994], [-3.391, 2.253, 1.091], [7.948, -1.532, 0.380], [1.286, 1.923, -0.527], [5.870, -0.600, 0.343], [0.262, 1.014, -0.436], [-1.150, 2.733, 0.497], [-8.243, 0.131, -0.720], [5.332, -0.780, -1.089], [-3.307, 0.945, 0.727], [5.110, 0.530, 1.037], [-6.027, -0.529, -1.428], [1.954, 3.915, -0.198], [-9.234, 0.137, -0.269], [-5.048, -2.888, -1.273], [5.333, 1.460, 0.515], [5.451, 0.604, 2.069], [5.841, -1.611, -1.580], [-0.240, 4.666, 0.723], [3.412, -1.093, -2.045], [-3.534, -1.488, 0.276], [3.377, -0.628, 1.596], [5.530, 0.137, -1.646], [6.755, -3.371, 0.216], [-6.371, -1.611, 1.165], [8.810, -1.409, 1.038], [-7.533, 0.621, -0.046], [-4.328, 2.625, 1.483], [3.055, 1.113, 1.388], [-6.622, -3.405, -0.634], [0.400, -0.005, -0.762], [7.198, -2.956, 1.894], [-5.224, -2.971, 1.286], [-8.278, 0.677, -1.671], [-2.485, 4.080, 1.287], [-6.747, -1.716, -2.539], [8.295, -1.809, -0.623], [3.629, -1.978, -0.507]], "total_energy_ev": -51853.534, "e_above_lowest_kcal_mol": 30.7, "charge": 0, "largest_force_ha_per_bohr": 0.0233, "smiles": "COCCCNC(=O)c1c[nH]c2ccc(S(=O)(=O)N3CCC4(CC3)OCCO4)cc2c1=O"}



{"formula": "C29H26N2O2", "method": "the ωB97M-V functional and the def2-TZVPD basis", "species": ["O", "O", "N", "N", "C", "C", "C", "C", "C", "C", "C", "C", "C", "C", "C", "C", "C", "C", "C", "C", "C", "C", "C", "C", "C", "C", "C", "C", "C", "C", "C", "C", "C", "H", "H", "H", "H", "H", "H", "H", "H", "H", "H", "H", "H", "H", "H", "H", "H", "H", "H", "H", "H", "H", "H", "H", "H", "H", "H"], "coordinates": [[2.969, 0.002, -2.360], [0.409, 1.109, -3.243], [3.718, -1.323, 1.462], [-2.397, 0.669, 1.893], [-3.751, 0.375, -3.515], [-1.362, 1.597, 0.084], [-1.299, -0.094, 1.627], [5.056, -1.873, 1.336], [-1.887, -1.647, -2.969], [-0.054, 0.049, -2.779], [-4.162, -0.966, -3.456], [-0.580, 0.446, 0.540], [2.941, -0.389, 4.954], [-2.471, 1.712, 0.957], [2.143, -0.899, -2.609], [-1.499, -0.298, -2.942], [0.789, -0.884, -2.053], [3.657, -1.015, 3.916], [-3.289, 0.484, 3.028], [1.825, -0.386, 2.361], [-3.311, 2.814, 0.954], [1.140, 0.227, 3.406], [0.718, 0.136, 0.053], [-2.420, 0.709, -3.284], [-1.076, 2.623, -0.795], [2.525, -2.021, -3.551], [-3.029, 3.831, 0.027], [3.094, -0.963, 2.655], [1.701, 0.197, 4.690], [1.694, -0.452, 0.891], [2.885, -1.058, 0.428], [-3.233, -1.980, -3.167], [-1.915, 3.738, -0.822], [0.186, 0.725, 3.231], [0.409, -1.871, -1.794], [-0.199, 2.549, -1.435], [-2.067, 1.734, -3.409], [3.484, -2.450, -3.214], [-1.114, -2.415, -2.888], [5.596, -1.713, 2.273], [-4.468, 1.157, -3.755], [5.600, -1.373, 0.529], [5.021, -2.947, 1.119], [-1.690, 4.549, -1.519], [-3.791, -0.493, 2.972], [-2.734, 0.527, 3.977], [1.760, -2.814, -3.587], [-4.135, 2.869, 1.659], [-1.039, -0.941, 2.254], [1.140, 0.655, 5.510], [-3.534, -3.024, -3.106], [3.221, -1.227, -0.573], [-4.035, 1.285, 3.033], [1.110, 0.778, -0.767], [2.668, -1.578, -4.550], [-5.198, -1.235, -3.646], [3.362, -0.376, 5.951], [-3.683, 4.695, -0.035], [4.602, -1.538, 4.052]], "total_energy_ev": -37567.882, "e_above_lowest_kcal_mol": 17.3, "charge": 0, "largest_force_ha_per_bohr": 0.0537}



{"formula": "C4H12S3", "method": "the ωB97M-V functional and the def2-TZVPD basis", "species": ["S", "S", "S", "C", "C", "C", "C", "H", "H", "H", "H", "H", "H", "H", "H", "H", "H", "H", "H"], "coordinates": [[1.496, 1.774, 1.612], [-2.430, -1.759, -2.147], [0.295, 0.095, 1.698], [0.834, 2.627, 0.158], [1.493, -1.242, 1.528], [-1.059, -0.917, -1.256], [-0.035, -0.535, -2.307], [-3.221, -1.915, -1.061], [1.074, 2.127, -0.778], [1.286, 3.619, 0.156], [1.929, -1.348, 0.532], [1.062, -2.206, 1.791], [-0.641, -1.635, -0.549], [0.230, -1.431, -2.873], [0.882, -0.133, -1.877], [-0.240, 2.767, 0.233], [2.309, -1.074, 2.232], [-1.351, -0.059, -0.657], [-0.442, 0.217, -2.985]], "total_energy_ev": -36848.183, "e_above_lowest_kcal_mol": 4.5, "charge": 0, "largest_force_ha_per_bohr": 0.0166, "smiles": "CSSC.CCS"}



{"formula": "C3H14N2O2", "method": "the ωB97M-V functional and the def2-TZVPD basis", "species": ["O", "O", "N", "N", "C", "C", "C", "H", "H", "H", "H", "H", "H", "H", "H", "H", "H", "H", "H", "H", "H"], "coordinates": [[0.100, -1.201, 4.008], [-0.646, 4.587, -3.404], [0.552, 0.583, 1.648], [1.107, -0.489, -1.262], [-0.213, -0.604, -0.498], [-1.028, -1.760, -1.077], [0.241, -0.738, 1.009], [0.656, -0.531, 4.281], [-0.846, -2.644, -0.388], [-0.809, -1.840, -2.133], [1.732, -1.281, -1.457], [-0.497, -1.326, 1.624], [-0.813, 0.303, -0.545], [-0.329, -0.958, 3.207], [-2.161, -1.812, -0.815], [1.534, 0.719, 1.481], [0.067, 1.332, 1.285], [-0.847, 5.340, -2.876], [-0.060, 4.010, -2.903], [1.125, -0.254, -2.284], [1.134, -1.435, 1.098]], "s_squared": 0.76, "multiplicity": 2, "total_energy_ev": -10402.140, "e_above_lowest_kcal_mol": 63.5, "charge": 1, "largest_force_ha_per_bohr": 0.0804}



Which value of charge does entry 5 give?
0



Among the records above, which one has the lowest charge?
C3HNOS3